Formula: C37H30Br2GeMnN3O7S3
Source: the Open Molecules 2025 dataset
Level of theory: ωB97M-V/def2-TZVPD

Each line ends with the Mulliken spin population.
Geometry (Å):
Mn (0.364, 1.232, -1.065)  4.044
C (0.174, 2.453, 7.510)  0.000
C (-0.081, 2.127, 6.064)  -0.001
C (-0.576, 0.885, 5.689)  0.000
C (-0.836, 0.587, 4.358)  -0.002
C (-0.591, 1.542, 3.388)  0.005
C (-0.118, 2.800, 3.743)  -0.004
C (0.142, 3.082, 5.072)  0.001
S (-1.025, 1.182, 1.716)  0.023
O (-1.687, 2.365, 1.185)  0.000
O (-1.820, -0.014, 1.754)  -0.005
N (0.370, 0.940, 0.901)  -0.138
C (1.658, 1.205, 1.536)  0.017
C (2.742, 1.243, 0.475)  0.005
O (3.910, 1.324, 0.788)  0.008
O (2.301, 1.212, -0.754)  0.046
H (0.482, 1.568, 8.068)  0.000
H (-0.729, 2.844, 7.985)  0.000
H (0.954, 3.207, 7.611)  0.000
H (-0.765, 0.136, 6.450)  0.000
H (-1.228, -0.376, 4.067)  -0.001
H (0.020, 3.570, 2.996)  0.004
H (0.517, 4.061, 5.347)  0.000
H (1.909, 0.442, 2.277)  -0.002
H (1.711, 2.177, 2.034)  -0.004
Br (1.394, 2.570, -7.534)  0.004
C (1.034, 2.175, -5.718)  0.077
C (0.636, 0.864, -5.368)  0.159
C (0.416, 0.616, -4.043)  -0.045
N (0.571, 1.526, -3.064)  0.044
C (0.863, 2.832, -3.419)  0.163
C (1.135, 3.145, -4.776)  0.013
C (0.811, 3.804, -2.392)  0.157
C (1.119, 5.178, -2.578)  0.044
C (0.976, 6.023, -1.524)  0.019
Br (1.381, 7.862, -1.743)  0.002
C (0.526, 5.570, -0.273)  0.166
C (0.256, 4.227, -0.163)  -0.030
N (0.396, 3.356, -1.167)  0.220
H (0.514, 0.082, -6.100)  0.024
H (0.103, -0.370, -3.728)  -0.009
H (1.399, 4.153, -5.059)  0.014
H (1.459, 5.552, -3.531)  0.018
H (0.389, 6.239, 0.562)  0.019
H (-0.129, 3.809, 0.755)  -0.013
C (2.368, -2.556, -4.342)  -0.002
C (1.201, -3.305, -4.327)  0.002
C (0.327, -3.224, -3.249)  -0.005
C (0.591, -2.394, -2.162)  -0.033
C (1.777, -1.647, -2.198)  0.098
C (2.656, -1.723, -3.267)  0.010
Ge (-0.691, -2.087, -0.713)  -0.054
C (0.286, -2.383, 0.969)  0.017
C (-0.366, -2.480, 2.206)  -0.007
C (0.326, -2.803, 3.362)  -0.001
C (1.695, -3.048, 3.319)  0.000
C (2.346, -3.003, 2.100)  -0.001
C (1.644, -2.689, 0.939)  -0.002
C (-2.049, -3.485, -0.804)  0.004
C (-2.933, -3.527, -1.884)  -0.003
C (-3.843, -4.562, -2.026)  0.000
C (-3.893, -5.577, -1.077)  0.000
C (-3.031, -5.543, 0.008)  0.000
C (-2.114, -4.505, 0.141)  0.000
H (3.042, -2.613, -5.187)  0.000
H (0.965, -3.955, -5.161)  0.000
H (-0.579, -3.819, -3.269)  -0.001
H (2.030, -0.962, -1.397)  -0.028
H (3.551, -1.113, -3.267)  -0.001
H (-1.430, -2.300, 2.264)  0.000
H (-0.211, -2.862, 4.301)  0.000
H (2.241, -3.282, 4.225)  0.000
H (3.407, -3.210, 2.037)  0.000
H (2.192, -2.696, 0.007)  0.001
H (-2.936, -2.721, -2.609)  0.003
H (-4.523, -4.573, -2.868)  0.000
H (-4.607, -6.385, -1.183)  0.000
H (-3.071, -6.325, 0.757)  0.000
H (-1.444, -4.505, 0.991)  0.000
O (-4.096, 0.903, -2.161)  0.002
S (-3.986, 0.248, -0.893)  0.010
O (-4.113, 1.026, 0.288)  0.004
O (-4.255, -1.158, -0.823)  0.000
S (-1.521, -0.169, -1.377)  -0.059

Computed properties:
Calculated total energy ... -11689.58246 a.u.
Multiplicity ... 6
Net charge ... -1
Relative energy (zero: lowest compared OMol25 entry of this formula, charge and spin) ... 2.589 eV
HOMO energy (alpha / beta) ... -3.335 / -6.503 eV
Kohn-Sham gap (alpha / beta) ... 4.6 / 8.2 eV